Entry 1:
Computed, not measured: a single C9H16N2 molecule at a distorted geometry, with wB97M-V/def2-TZVPD.

```
27
Properties=species:S:1:pos:R:3
C -0.695 0.447 2.091
C -0.550 -0.089 0.982
C 0.966 1.311 -1.264
C 1.610 0.216 -0.805
C -0.853 1.503 3.045
C 1.708 2.537 -1.725
C -2.712 -1.606 -0.367
C 1.728 -2.120 0.033
C -1.381 -1.267 -0.978
N -0.334 -0.904 -0.095
N 0.959 -0.999 -0.614
H -0.047 1.417 -1.342
H 2.681 0.209 -0.729
H -0.054 2.238 2.963
H -1.832 2.109 2.810
H -0.918 1.067 4.056
H 1.306 2.964 -2.721
H 1.700 3.422 -0.934
H 2.843 2.458 -1.920
H -2.799 -0.854 0.430
H -3.448 -1.544 -1.051
H -2.840 -2.630 0.151
H 0.966 -2.743 0.644
H 2.176 -2.945 -0.521
H 2.416 -1.756 0.844
H -1.103 -2.150 -1.419
H -1.492 -0.292 -1.561
```

Results
spin multiplicity	1
gap between HOMO and LUMO	0.316	hartree
M	152.241	g/mol
structure (SMILES)	CC#CN(CC)N(C)/C=C/C
energy relative to the best compared isomer or geometry (same formula, charge and spin)	550.98	kJ/mol

Atomic partial charges in e from the Mulliken method, atoms 1 to 2: atom 1 (C): 0.250, atom 2 (C): -0.133


Entry 2:
Computed, not measured: a single C9H16N2O molecule at a distorted geometry, with wB97M-V/def2-TZVPD.

```
28
Properties=species:S:1:pos:R:3
C 0.091 2.117 -0.480
C -1.046 1.250 1.838
C -1.877 -0.519 0.603
C 0.133 0.786 -0.124
C -0.942 -0.067 -0.697
C -0.532 -1.359 -1.362
C -1.972 0.786 -1.528
C 1.545 -0.724 1.197
C 2.566 1.047 -0.102
N 0.162 3.258 -0.578
N 1.385 0.268 0.112
O -2.134 0.643 1.329
H -0.392 0.663 2.354
H -1.203 2.305 2.153
H -2.747 -0.964 0.257
H -1.242 -1.155 1.213
H -0.265 -2.049 -0.525
H 0.434 -1.302 -1.963
H -1.261 -1.961 -1.990
H -2.652 1.177 -0.871
H -2.596 0.118 -2.115
H -1.484 1.602 -2.227
H 0.759 -1.490 1.068
H 2.576 -1.178 1.152
H 1.346 -0.248 2.173
H 2.848 1.495 0.891
H 3.422 0.385 -0.286
H 2.259 1.733 -0.942
```

Results
spin multiplicity	1
gap between HOMO and LUMO (spin up / spin down)	0.283 / 0.283	hartree
M	168.240	g/mol
energy relative to the best compared isomer or geometry (same formula, charge and spin)	503.03	kJ/mol

Atomic partial charges in e from the Mulliken method, atoms 1 to 2: atom 1 (C): -0.122, atom 2 (C): -0.407


Entry 3:
Computed, not measured: a molecular structure, C9H16N2O5S at a distorted geometry, with wB97M-V/def2-TZVPD.

```
33
Properties=species:S:1:pos:R:3
C 2.447 0.279 -0.289
C 1.459 -0.333 0.790
C 3.809 0.102 0.099
C 4.247 -1.217 -0.105
C -0.725 0.365 -0.349
C -1.148 1.601 0.389
C -2.045 -0.430 -0.782
C -2.803 -0.734 0.446
C -5.248 -0.896 -0.417
H 3.103 2.057 -0.993
H 2.925 2.047 0.615
H 2.048 -0.222 -1.243
H 4.276 0.736 -0.567
H 3.720 0.518 1.229
H 5.537 -2.540 -0.189
H -0.163 -1.248 1.404
H 0.045 0.833 -1.056
H -2.718 0.215 -1.502
H -1.803 -1.322 -1.260
H -1.978 -1.168 1.321
H -3.392 0.278 0.937
H -6.560 -0.998 -0.025
H -4.545 0.263 0.094
H -5.202 -0.804 -1.584
H -2.136 3.359 0.172
N 2.213 1.777 -0.231
N 0.110 -0.417 0.598
O 1.880 -1.014 1.784
O 3.664 -1.837 -1.025
O 5.549 -1.593 0.304
O -0.657 1.822 1.520
O -1.729 2.640 -0.458
S -4.180 -2.118 0.376
```

Results
spin multiplicity	1
gap between HOMO and LUMO	0.347	hartree
M	264.303	g/mol
energy relative to the best compared isomer or geometry (same formula, charge and spin)	853.86	kJ/mol

Atomic partial charges in e from the Mulliken method, atoms 1 to 2: atom 1 (C): -0.176, atom 2 (C): 0.414


Entry 4:
Computed, not measured: 2 unconnected molecules or ions with the total composition C9H16N2P at a distorted geometry, with wB97M-V/def2-TZVPD.

```
28
Properties=species:S:1:pos:R:3
C -0.305 -3.096 1.737
C -1.719 -3.085 1.757
C 0.317 -1.890 1.556
C -2.362 -1.849 1.830
C -0.430 -0.672 1.429
C 0.804 3.165 -1.885
C -0.248 -0.508 -1.952
C 0.892 1.674 -2.080
C 0.101 0.591 1.400
N -1.735 -0.706 1.639
N -0.190 0.863 -1.431
P 1.807 1.085 1.158
H 0.300 -4.022 1.795
H -2.313 -3.881 1.928
H 1.355 -2.066 1.647
H -3.393 -1.801 1.967
H 1.792 3.405 -1.780
H 0.323 3.603 -2.847
H 0.210 3.283 -0.967
H -0.510 -1.143 -1.156
H -1.057 -0.426 -2.610
H 0.782 -0.780 -2.492
H 1.988 1.365 -1.776
H 1.047 1.472 -3.185
H -0.565 1.406 1.586
H -0.944 1.374 -1.058
H 1.637 2.410 1.723
H 2.417 0.231 2.067
```

Results
spin multiplicity	1
gap between HOMO and LUMO (spin up / spin down)	0.219 / 0.219	hartree
charge	+1
M	183.215	g/mol
energy relative to the best compared isomer or geometry (same formula, charge and spin)	231.18	kJ/mol

Atomic partial charges in e from the Mulliken method, atoms 1 to 2: atom 1 (C): -0.513, atom 2 (C): -0.472